1.
15
Properties=species:S:1:pos:R:3:nbo_charge:R:1 method="wB97M-V/def2-TZVPD" total_charge=+1 homo_energy_ev=-12.79 e_lumo_ev=-3.84
C -2.5379 -1.1203 0.4303 -0.397
C -1.6475 -0.1349 0.1877 0.159
C 0.7270 -0.9431 -0.6063 -0.672
C -0.1662 -0.1300 0.3309 -0.056
N 0.3265 1.3144 -0.1283 -0.739
O -2.4267 0.9187 -0.2151 -0.622
S -3.8119 -0.0285 -0.2335 0.651
H -2.5474 -2.1575 0.5785 0.255
H 0.5406 -0.7900 -1.7252 0.252
H 1.7888 -0.7847 -0.1564 0.236
H 0.5466 -1.9888 -0.4430 0.264
H 0.2467 -0.3838 1.4181 0.260
H 0.8858 1.8339 0.6521 0.461
H -0.5765 1.7201 -0.3708 0.473
H 1.1047 1.0252 -0.8262 0.474

***

2.
86
Properties=species:S:1:pos:R:3:mulliken_spin:R:1 method="wB97M-V/def2-TZVPD" homo_energy_ev="-7.16 / -7.50" e_lumo_ev="-0.04 / -0.05" multiplicity=2
Fe 0.1735 -0.5118 -0.1376 0.749
Cl -0.5936 -0.9182 7.1574 0.000
C -0.5890 -0.5722 5.4493 0.003
C -1.2814 0.5618 4.9802 -0.001
C -1.2578 0.8807 3.6553 0.006
Cl -2.1079 2.2733 3.0833 0.000
C -0.5449 0.0934 2.6840 0.039
O -0.5467 0.4362 1.4652 0.080
C 0.1243 -1.0537 3.2044 -0.005
C 0.8743 -1.9232 2.3582 -0.003
O 1.0140 -1.8584 1.1311 0.011
C 0.0928 -1.3664 4.5815 -0.005
H -1.8296 1.1847 5.6744 0.000
H 1.3886 -2.7489 2.8762 0.000
H 0.6218 -2.2417 4.9377 0.000
I 2.5721 0.6396 -0.8855 0.026
C 2.2029 0.4493 -2.9472 -0.027
C 3.2623 -0.0788 -3.6339 0.014
C 3.2912 -0.0998 -5.0404 0.000
C 2.2766 0.4879 -5.7265 0.002
C 1.1679 1.0479 -5.0457 0.000
C 0.1806 1.7137 -5.8117 0.001
C -0.8960 2.2863 -5.2123 0.000
C -1.0727 2.1099 -3.8294 0.003
C -0.1757 1.4347 -3.0387 0.013
P -0.7874 1.0572 -1.3395 -0.095
C -0.9789 2.7182 -0.5885 -0.002
C -2.0721 3.5388 -0.8626 0.001
C -2.1722 4.7975 -0.2893 0.000
C -1.1800 5.2521 0.5684 0.000
C -0.0967 4.4372 0.8597 -0.001
C -0.0014 3.1765 0.2906 -0.001
C -2.5240 0.5387 -1.5938 0.004
C -2.9846 -0.0912 -2.7455 0.019
C -4.2641 -0.6299 -2.7884 -0.003
C -5.0922 -0.5524 -1.6791 0.002
C -4.6337 0.0613 -0.5207 -0.003
C -3.3571 0.5980 -0.4746 0.006
C 1.0543 0.9697 -3.6247 0.002
H 4.1126 -0.4612 -3.0856 0.002
H 4.1374 -0.5351 -5.5548 0.000
H 2.2967 0.5486 -6.8076 0.000
H 0.3168 1.7698 -6.8849 0.000
H -1.6371 2.8244 -5.7882 0.000
H -1.9869 2.4802 -3.3847 0.000
H -2.8698 3.1901 -1.5068 0.000
H -3.0306 5.4200 -0.5079 0.000
H -1.2606 6.2329 1.0197 0.000
H 0.6680 4.7681 1.5510 0.000
H 0.8223 2.5340 0.5658 0.005
H -2.3433 -0.1759 -3.6136 -0.002
H -4.6091 -1.1173 -3.6917 0.000
H -6.0888 -0.9735 -1.7140 0.000
H -5.2697 0.1185 0.3536 0.000
H -2.9960 1.0571 0.4390 -0.010
C 0.6285 -3.9956 -1.3345 0.029
C -0.5684 -3.0466 -1.5179 -0.043
C -1.2750 -3.4009 -2.8317 0.017
C -1.5680 -3.2331 -0.3706 0.107
C -0.0357 -1.6229 -1.5675 0.104
H 0.2883 -5.0359 -1.3181 0.002
H 1.1524 -3.7805 -0.4037 -0.008
H 1.3361 -3.8843 -2.1597 0.001
H -1.6388 -4.4322 -2.8125 0.000
H -0.5916 -3.2967 -3.6782 0.000
H -2.1309 -2.7443 -2.9999 -0.008
H -1.9394 -4.2618 -0.3487 0.000
H -2.4240 -2.5649 -0.5012 -0.024
H -1.1153 -3.0192 0.5974 -0.022
H 0.1256 -1.3391 -2.6172 0.014
C 4.1427 -1.3829 2.0311 0.000
N 3.5659 -1.0081 3.3098 0.000
C 3.4673 -1.8417 4.4094 0.000
C 2.9256 -1.1179 5.4078 0.000
N 2.7012 0.1510 4.9135 0.000
C 2.1176 1.2493 5.6615 0.000
C 3.0829 0.2220 3.6157 0.000
Se 2.9396 1.6841 2.5095 0.002
H 4.9737 -2.0636 2.2071 0.000
H 4.5065 -0.4805 1.5458 0.000
H 3.3992 -1.8550 1.3885 0.000
H 3.8046 -2.8621 4.3816 0.000
H 2.6779 -1.3855 6.4194 0.000
H 2.3760 1.1324 6.7117 0.000
H 1.0347 1.2558 5.5452 0.000
H 2.5212 2.1819 5.2762 0.000

***

3.
137
Properties=species:S:1:pos:R:3:lowdin_charge:R:1 method="wB97M-V/def2-TZVPD" total_charge=+1 homo_energy_ev="-9.35 / -9.35" e_lumo_ev="-3.83 / -4.96"
Ca 0.8033 -1.7437 -0.2220 1.408
C -0.9352 1.0829 0.7901 0.017
O -0.3374 0.2707 -0.2381 -0.274
C -0.5718 0.6585 -1.5625 -0.203
C -1.7032 0.1869 -2.2294 -0.118
C -2.6463 -0.9196 -1.7664 -0.063
C -2.9307 -1.1553 -0.3091 -0.161
C -3.9733 -0.4982 0.3182 -0.008
C -4.2633 -0.6707 1.6739 -0.175
C -3.4436 -1.5375 2.3808 0.014
C -2.3775 -2.2170 1.7922 -0.130
C -1.4296 -3.0253 2.6579 -0.058
C -0.4471 -2.0979 3.3473 -0.103
C -0.8907 -1.3347 4.4283 0.041
C -0.1169 -0.3485 5.0183 -0.141
C 1.1458 -0.1111 4.4787 0.018
C 1.6472 -0.8376 3.4092 -0.115
C 2.9645 -0.4003 2.7879 -0.048
C 2.7478 0.8527 1.9728 -0.078
C 2.6654 2.0928 2.5556 0.047
C 2.2874 3.2368 1.8372 -0.100
C 1.9848 3.1041 0.4591 0.029
C 2.0706 1.9126 -0.1928 -0.110
C 1.7978 1.7658 -1.6626 -0.052
C 0.4040 1.4366 -2.1975 -0.110
C 0.1607 1.8280 -3.5072 0.009
C -0.9931 1.4609 -4.1937 -0.156
C -1.8945 0.6385 -3.5371 0.013
C -1.1862 1.9133 -5.6398 -0.553
C -2.5437 1.4922 -6.2008 -0.061
C -0.0856 1.2771 -6.5022 -0.041
C -1.0833 3.4419 -5.7209 -0.042
C 2.5083 0.7436 0.5518 -0.293
O 2.6145 -0.3677 -0.0331 -0.108
C 2.1474 4.5998 2.4908 -0.550
C 3.0431 5.6075 1.7533 -0.030
C 2.5404 4.5879 3.9672 -0.052
C 0.6763 5.0375 2.3815 -0.027
C 0.8482 -1.8649 2.8959 -0.199
O 1.3520 -2.6438 1.8416 -0.299
C 1.9809 -3.8841 2.2029 -0.016
C -0.6093 0.5017 6.1878 -0.549
C 0.3514 0.3392 7.3727 -0.038
C -2.0132 0.1030 6.6398 -0.054
C -0.6435 1.9732 5.7506 -0.037
C -2.1305 -2.0700 0.4170 -0.349
O -1.1279 -2.6982 -0.1732 -0.301
C -5.4227 0.0938 2.3100 -0.559
C -5.5774 -0.2276 3.7961 -0.062
C -6.7330 -0.2685 1.5995 -0.044
C -5.1705 1.6020 2.1731 -0.048
H -2.0191 1.0687 0.6890 0.093
H -0.5467 2.0997 0.7230 0.095
H -0.6569 0.6282 1.7421 0.104
H -2.2292 -1.8459 -2.1770 0.120
H -3.5916 -0.7547 -2.2870 0.124
H -4.5784 0.1802 -0.2758 0.122
H -3.6250 -1.7039 3.4350 0.099
H -0.9198 -3.7709 2.0507 0.105
H -1.9998 -3.5504 3.4267 0.131
H -1.8884 -1.5244 4.7963 0.105
H 1.7628 0.6722 4.9015 0.112
H 3.3960 -1.1845 2.1700 0.117
H 3.6688 -0.1764 3.5908 0.136
H 2.8704 2.1865 3.6125 0.110
H 1.6726 3.9843 -0.0899 0.130
H 2.4710 0.9920 -2.0422 0.117
H 2.0978 2.6966 -2.1471 0.129
H 0.9108 2.4284 -4.0087 0.119
H -2.7774 0.2899 -4.0557 0.113
H -2.6490 0.4068 -6.2450 0.087
H -2.6472 1.8711 -7.2182 0.090
H -3.3689 1.8952 -5.6112 0.092
H -0.1416 0.1874 -6.4548 0.080
H 0.9103 1.5804 -6.1740 0.079
H -0.2013 1.5793 -7.5446 0.091
H -1.8463 3.9178 -5.1029 0.094
H -1.2271 3.7708 -6.7513 0.089
H -0.1085 3.8042 -5.3929 0.076
H 4.0918 5.3106 1.7991 0.097
H 2.9477 6.5870 2.2234 0.094
H 2.7648 5.7174 0.7054 0.081
H 3.5818 4.2946 4.1110 0.096
H 1.9047 3.9211 4.5525 0.071
H 2.4222 5.5905 4.3779 0.095
H 0.3437 5.1106 1.3457 0.083
H 0.5556 6.0207 2.8383 0.095
H 0.0203 4.3387 2.9046 0.088
H 2.2974 -3.8454 3.2443 0.111
H 2.8532 -4.0149 1.5632 0.094
H 1.2785 -4.7054 2.0591 0.099
H 0.4044 -0.7029 7.6912 0.094
H 0.0085 0.9363 8.2193 0.090
H 1.3618 0.6666 7.1238 0.078
H -2.0508 -0.9330 6.9809 0.094
H -2.7476 0.2300 5.8419 0.072
H -2.3203 0.7357 7.4731 0.092
H 0.3468 2.3296 5.4614 0.059
H -0.9955 2.6018 6.5704 0.092
H -1.3171 2.1112 4.9017 0.088
H -5.7841 -1.2863 3.9623 0.091
H -6.4099 0.3420 4.2116 0.089
H -4.6808 0.0395 4.3606 0.066
H -6.9330 -1.3383 1.6756 0.092
H -6.6982 -0.0108 0.5402 0.077
H -7.5714 0.2700 2.0463 0.086
H -4.2478 1.8876 2.6846 0.081
H -5.9928 2.1694 2.6139 0.086
H -5.0829 1.9017 1.1276 0.077
C 4.0748 -6.0720 -2.0301 -0.106
C 3.2021 -5.1000 -2.8111 -0.283
C 1.7668 -5.0722 -2.3029 -0.304
C 0.8171 -4.2124 -3.1274 -0.357
Ge 1.2094 -2.2826 -3.2318 0.994
C 2.8030 -1.6126 -4.1583 -0.368
C 2.6695 -1.8317 -5.6698 -0.309
C 3.7590 -1.1214 -6.4667 -0.277
C 3.6004 -1.3220 -7.9663 -0.109
H 5.1048 -6.0640 -2.3852 0.074
H 3.7006 -7.0932 -2.1156 0.078
H 4.0896 -5.8175 -0.9676 0.068
H 3.2002 -5.3670 -3.8726 0.116
H 3.6357 -4.0962 -2.7547 0.085
H 1.7620 -4.7300 -1.2574 0.091
H 1.3812 -6.0955 -2.2669 0.118
H -0.1991 -4.2778 -2.7315 0.058
H 0.7704 -4.5616 -4.1655 0.074
H -0.0206 -1.5242 -3.7749 -0.029
H 3.7139 -2.0774 -3.7809 0.055
H 2.8779 -0.5420 -3.9460 0.049
H 1.6908 -1.4798 -6.0150 0.086
H 2.7002 -2.9043 -5.8903 0.110
H 4.7378 -1.4840 -6.1390 0.112
H 3.7359 -0.0537 -6.2261 0.106
H 3.6708 -2.3785 -8.2314 0.075
H 4.3674 -0.7885 -8.5269 0.073
H 2.6282 -0.9613 -8.3087 0.071

***

4.
21
Properties=species:S:1:pos:R:3:nbo_charge:R:1 method="wB97M-V/def2-TZVPD" smiles=O.O.O.O.O.O.O homo_energy_ev=-10.46 e_lumo_ev=-0.07
O -0.9750 1.8405 -2.4811 -0.955
H -1.8319 1.9507 -2.8932 0.479
H -0.4320 2.5267 -2.8691 0.479
O -1.8431 -1.6297 -2.0759 -0.947
H -1.4054 -1.1107 -1.4012 0.483
H -1.9754 -1.0185 -2.8006 0.456
O -1.5833 0.9207 2.7424 -0.956
H -1.1769 0.9036 1.8760 0.485
H -1.9097 1.8156 2.8368 0.462
O -0.5747 0.0346 0.1284 -0.990
H -0.6318 0.7261 -0.5310 0.489
H 0.3081 -0.3212 0.0273 0.497
O 2.9279 0.9246 -0.0485 -0.943
H 2.4386 1.5607 0.4734 0.486
H 3.8052 0.9242 0.3344 0.484
O -0.4830 -2.1588 2.3775 -0.948
H 0.2517 -2.0628 1.7715 0.465
H -1.0750 -1.4410 2.1524 0.481
O 1.7027 -1.4802 -0.0402 -0.982
H 2.2188 -2.2015 0.3198 0.483
H 2.2442 -0.7037 0.1011 0.491

***

Taking the records one at a time from the top gives relative energy (zero: lowest compared OMol25 entry of this formula, charge and spin) values of 2.848, 0.000, 0.000, 1.415 eV.
Taking the records one at a time from the top gives maximum force values of 0.074, 0.018, 0.011, 0.017 Eh/bohr.